# 1
Entry from the OMol25 dataset: a structure of composition C44H45GeN6O3S3Tl (ωB97M-V with the def2-TZVPD basis set).

The geometry in XYZ format:
```
103
Properties=species:S:1:pos:R:3
Tl 0.176 0.748 -0.308
Ge -2.034 -2.741 3.327
S -2.391 2.495 -2.081
S 2.639 0.116 -1.777
S 4.937 -6.378 -2.451
O -6.083 5.999 -2.443
O 3.870 -8.744 -2.028
O -1.570 -1.167 1.142
N -4.291 4.534 -2.291
N 0.522 3.319 0.809
N 4.907 -0.544 -0.517
N -2.193 4.808 -3.370
N 3.513 0.631 0.747
N 2.462 1.388 0.835
C -5.256 5.282 -3.001
C 4.964 -8.089 -2.000
C -5.120 5.481 -7.246
C -0.636 5.150 1.941
C 6.208 -0.179 -2.564
C -4.403 4.293 -5.276
C -4.196 -6.257 4.045
C 3.042 -4.045 -0.012
C -0.763 -2.657 4.810
C 5.463 -1.176 -1.712
C 3.709 -5.865 -1.423
C 0.016 -2.944 1.373
C -3.839 -4.901 4.010
C -6.164 5.934 -5.160
C -3.476 -7.156 3.276
C 4.047 -4.740 -0.693
C -2.858 -4.460 3.058
C 2.298 2.099 1.950
C 6.258 -8.765 -1.691
C -3.033 4.013 -2.616
C 1.067 3.944 3.078
C 3.759 0.161 -0.490
C -0.223 -1.760 7.031
C -4.253 4.603 -6.647
C 0.397 -3.485 4.873
C 2.391 -6.339 -1.434
C -1.062 -2.119 1.726
C -2.118 6.256 -3.425
C 1.288 -3.327 5.929
C 1.256 3.098 1.995
C -5.278 5.103 -4.489
C 0.773 -3.721 0.796
C -6.071 6.182 -6.530
C -2.293 -5.335 2.152
C -2.590 -6.711 2.283
C -2.123 6.968 -2.054
C 3.125 1.919 3.192
C -1.071 -1.861 5.907
C 1.717 -4.539 0.116
C -0.426 4.283 0.866
C 0.986 -2.478 6.986
C -2.248 8.482 -2.191
C 1.397 -5.656 -0.700
C 0.027 4.874 3.084
H -3.539 -8.221 3.469
H 0.392 -6.161 -0.627
H 5.093 -4.466 -0.613
H -1.417 8.833 -2.835
H -2.932 6.558 -1.498
H -1.295 4.356 -3.388
H -1.049 4.273 -0.050
H 6.444 -8.844 -0.635
H -1.890 -1.164 5.794
H -5.052 5.695 -8.336
H 2.512 1.306 3.880
H -3.847 3.416 -4.851
H 5.502 -0.461 0.265
H 5.487 0.527 -3.091
H -3.480 4.159 -7.233
H -3.122 -1.807 3.846
H 1.795 -2.322 7.658
H 0.571 -4.202 4.088
H 6.257 -9.776 -2.040
H -2.827 6.803 -4.029
H -0.165 5.413 4.009
H -6.752 6.770 -7.134
H 4.149 1.526 3.035
H -1.122 6.530 -3.835
H -4.303 -4.051 4.492
H 6.973 0.347 -1.903
H -1.404 5.864 1.825
H -6.830 6.511 -4.478
H -4.957 -6.712 4.711
H -1.767 -4.985 1.287
H 7.066 -8.125 -2.112
H -2.227 9.024 -1.280
H -3.191 8.765 -2.689
H 6.809 -0.668 -3.346
H -1.277 6.620 -1.473
H 1.741 3.915 3.940
H 2.232 -3.886 5.970
H 3.115 2.866 3.635
H -0.411 -1.101 7.858
H 2.269 -7.263 -2.024
H -4.694 4.237 -1.405
H 6.141 -1.942 -1.306
H -2.247 -7.391 1.580
H 3.398 -3.108 0.424
H 4.701 -1.689 -2.272
```

Calculated values
Net charge = +2
Energy relative to the best compared isomer or geometry (same formula, charge and spin) = 4.486 eV

# 2
Entry from the OMol25 dataset: a structure of composition C38H30N4O5SiTi (ωB97M-V with the def2-TZVPD basis set).

The geometry in XYZ format:
```
79
Properties=species:S:1:pos:R:3
Ti -0.467 0.609 -0.349
Si -0.443 -2.022 -0.247
O -0.223 0.652 1.653
O -0.188 0.562 -2.295
O -0.763 2.747 -0.122
O 3.673 1.292 2.916
O -2.424 0.989 -0.335
N 1.940 1.133 1.174
N -2.066 3.132 -0.137
N 1.573 0.976 -0.135
N -2.973 2.157 -0.226
C 3.544 -3.015 -0.832
C -1.910 6.800 -0.411
C -0.258 -3.572 -2.668
C 3.160 1.559 5.178
C 1.346 1.141 3.519
C 0.922 0.890 -3.000
C 2.223 1.757 6.171
C -3.461 -4.133 1.612
C -2.254 -3.083 3.393
C -1.019 -2.619 -1.966
C -2.610 -3.534 0.658
C 2.522 1.126 -1.056
C -0.744 -4.043 -3.879
C 3.303 1.502 -3.328
C -2.718 -2.674 -3.671
C -2.253 -2.185 -2.431
C -3.297 -3.926 2.958
C 2.259 -2.493 -1.001
C -1.497 5.486 -0.175
C 0.844 1.538 5.893
C 1.631 -3.369 1.161
C -1.644 -2.617 1.094
C 2.944 -3.840 1.347
C -1.942 -3.575 -4.426
C 2.238 1.175 -2.448
C -3.269 7.106 -0.460
C -4.226 6.123 -0.359
C 1.307 -2.618 0.036
C -3.846 4.769 -0.171
C 2.731 1.376 3.848
C 0.770 0.800 -4.418
C 0.426 1.195 4.596
C 3.150 1.278 -4.665
C 3.865 -3.719 0.356
C -2.476 4.474 -0.130
C 0.977 0.949 2.065
C -1.436 -2.420 2.457
C 1.910 0.889 -5.194
H 4.854 -4.202 0.439
H -3.694 -2.384 -4.031
H -0.111 -4.752 -4.427
H -2.073 -2.874 4.473
H 3.554 1.272 -0.728
H -0.611 -1.818 2.762
H -0.640 0.980 4.406
H 0.674 -3.983 -2.274
H 1.806 0.725 -6.264
H 2.485 2.101 7.183
H 4.268 -2.868 -1.639
H -4.577 3.914 -0.182
H -2.796 -1.426 -1.856
H 3.099 1.197 2.043
H -0.422 5.161 -0.158
H 4.256 1.802 -2.922
H -4.230 -4.792 1.239
H 4.003 1.415 -5.326
H -2.720 -3.811 -0.385
H -5.290 6.382 -0.417
H -0.156 0.406 -4.800
H 3.190 -4.389 2.271
H 0.864 -3.577 1.905
H 0.113 1.623 6.680
H -3.555 8.165 -0.654
H -1.165 7.609 -0.489
H -2.252 -3.898 -5.426
H -3.924 -4.446 3.688
H 4.234 1.754 5.288
H 1.961 -2.013 -1.947
```

Calculated values
Multiplicity = 3
Net charge = -2
Energy relative to the best compared isomer or geometry (same formula, charge and spin) = 0.000 eV

# 3
Entry from the OMol25 dataset: an isolated molecule of C3H3NO2 (ωB97M-V with the def2-TZVPD basis set).

The geometry in XYZ format:
```
9
Properties=species:S:1:pos:R:3
O 0.164 -0.517 -1.246
O -0.860 -0.998 0.674
N -0.092 1.132 2.028
C -0.582 -1.271 -0.496
C 0.584 0.813 -0.233
C -0.064 0.538 1.021
H 1.676 0.805 -0.152
H 0.186 1.707 -0.724
H -1.012 -2.210 -0.873
```

Calculated values
Energy relative to the best compared isomer or geometry (same formula, charge and spin) = 3.495 eV

# 4
Entry from the OMol25 dataset: the ion C3H3N2OS with charge +1 (ωB97M-V with the def2-TZVPD basis set).

The geometry in XYZ format:
```
10
Properties=species:S:1:pos:R:3
S -3.623 0.182 0.384
O 2.209 1.961 0.023
N -1.005 0.360 -0.534
N 1.149 -0.086 0.523
C -0.025 -0.581 -0.447
C -2.150 0.247 -0.113
C 1.728 0.989 0.336
H -0.239 -1.536 0.007
H 0.587 -0.743 -1.368
H 1.369 -0.793 1.189
```

Calculated values
Net charge = +1
Energy relative to the best compared isomer or geometry (same formula, charge and spin) = 1.484 eV
SMILES = O=C=[NH+]CN=C=S

# 5
Entry from the OMol25 dataset: a structure of composition C17H22IrN3O5S5 (ωB97M-V with the def2-TZVPD basis set).

The geometry in XYZ format:
```
53
Properties=species:S:1:pos:R:3
Ir 1.430 0.734 0.141
S -0.496 1.602 1.506
S -2.593 -5.423 0.474
S 1.732 3.962 0.220
S 3.527 1.353 4.187
S 0.063 1.863 -1.832
O 2.515 -0.401 -1.604
O -1.862 -1.135 -1.049
O -1.888 -6.354 -0.389
O -2.847 -5.899 1.821
O -3.698 -4.720 -0.151
N 2.803 1.311 1.506
N 0.403 -0.712 -1.060
N 1.451 -1.139 1.565
C -0.772 -1.296 -1.530
C 0.524 3.569 -2.266
C 0.246 2.997 2.432
C -1.627 2.457 0.356
C 0.490 -2.162 1.324
C 0.688 4.580 -1.135
C 0.668 4.246 1.662
C 1.049 -1.802 -3.046
C -0.433 -2.103 -2.777
C -1.696 -3.087 1.662
C 0.801 -3.186 0.437
C 1.423 -0.944 -1.869
C 3.124 1.324 2.639
C -1.380 -4.108 0.772
C -0.756 -2.111 1.938
C -0.139 -4.163 0.154
C -1.560 1.923 -1.051
H -2.220 2.485 -1.714
H 1.203 -1.214 -3.953
H 1.106 2.542 2.922
H 1.779 -3.198 -0.038
H -2.630 2.277 0.744
H -0.214 3.933 -2.983
H -0.988 -1.293 2.615
H -1.419 3.520 0.408
H -2.676 -3.075 2.121
H -1.873 0.878 -1.055
H -0.195 4.823 1.336
H -0.481 3.279 3.195
H -1.091 -1.785 -3.584
H -0.640 -3.156 -2.587
H 1.180 5.472 -1.520
H 1.688 -2.681 -3.113
H 0.063 -4.972 -0.536
H 1.382 -0.736 2.493
H 1.473 3.423 -2.783
H -0.279 4.876 -0.735
H 2.399 -1.451 1.383
H 1.240 4.877 2.342
```

Calculated values
Energy relative to the best compared isomer or geometry (same formula, charge and spin) = 2.623 eV

# 6
Entry from the OMol25 dataset: a structure of composition C54H69ClGe3O8PRb (ωB97M-V with the def2-TZVPD basis set).

The geometry in XYZ format:
```
137
Properties=species:S:1:pos:R:3
Rb -1.190 1.463 0.664
Ge -2.983 -2.533 -2.491
Ge 2.155 2.743 -2.489
Ge -1.576 -3.613 -0.781
Cl -6.874 4.262 5.186
P 0.861 0.822 3.513
O 3.634 -0.875 -1.258
O -3.141 1.704 3.185
O -3.671 -0.874 1.090
O -3.847 4.378 2.876
O 2.598 -0.234 -4.048
O 0.454 4.769 -7.738
O -1.893 -0.139 3.252
O -0.084 0.252 -1.845
C 0.629 3.623 -1.578
C 0.680 4.283 -0.347
C 1.648 -1.876 3.127
C -1.761 -4.067 1.105
C 3.448 4.246 -6.250
C 2.418 6.187 -5.181
C -1.621 4.890 -0.383
C -2.205 2.214 5.954
C -3.157 -8.746 -2.464
C -0.073 1.534 4.928
C -2.224 1.003 3.687
C -2.225 -5.113 -2.011
C 3.576 0.518 4.503
C 4.934 2.621 0.657
C 5.124 2.361 4.554
C -3.222 -7.398 -2.183
C 4.786 1.049 4.863
C -0.633 3.565 -2.190
C -2.821 -1.591 -5.156
C 2.055 5.311 -4.160
C -1.509 1.576 4.876
C 3.153 5.620 -6.288
C -0.358 4.982 0.180
C 3.000 3.407 -5.218
C -1.934 -9.331 -2.779
C 3.755 2.598 -0.118
C -2.090 -6.580 -2.248
C -0.733 -8.591 -2.723
C -4.756 -1.746 -1.992
C 0.538 1.905 6.100
C -0.181 2.647 7.095
C 6.092 3.260 0.223
C 1.130 -4.143 -1.845
C 6.023 3.947 -0.977
C 0.478 -1.471 5.175
C 0.966 -0.973 4.004
C 4.959 3.936 -1.822
C -1.576 2.751 7.083
C -3.056 -4.423 -2.836
C 1.714 -3.238 3.430
C 2.379 3.990 -4.122
C -2.046 -1.498 -3.791
C -6.850 2.995 4.020
C 3.710 3.245 -1.372
C 1.081 -3.715 4.568
C 2.860 2.699 3.676
C 0.550 -2.808 5.497
C -1.786 4.138 -1.595
C 0.319 -3.351 -0.852
C 2.589 1.330 3.942
C -1.306 -5.527 1.333
C -5.574 -2.665 -1.085
C -0.883 -7.243 -2.457
C 4.154 3.176 4.027
H 2.144 -3.757 -1.969
H -7.608 2.252 4.027
H -6.599 -2.321 -0.982
H -3.404 3.500 2.976
H -0.286 -5.555 1.639
H 2.244 -3.771 2.664
H 0.049 -0.864 5.952
H -4.116 -9.398 -2.427
H -3.633 -4.985 -3.525
H 0.189 -3.092 6.436
H -2.778 4.024 -2.037
H 0.991 -4.779 4.741
H -2.838 -0.666 -5.672
H -4.497 -0.778 -1.617
H 5.511 0.371 5.333
H -4.216 -7.142 -1.898
H 6.992 3.211 0.767
H 6.986 4.380 -1.243
H -3.254 -0.529 1.964
H 3.869 -0.034 -0.822
H 3.456 -0.076 -3.641
H -1.931 -5.962 2.057
H 1.511 5.713 -3.316
H 1.616 1.907 6.142
H 1.321 -5.112 -1.445
H -0.972 -1.698 -3.928
H -2.157 -0.421 -3.576
H 3.951 3.902 -7.132
H -1.204 -3.390 1.673
H -1.953 -10.279 -3.196
H -3.998 4.720 3.751
H -2.183 3.264 7.879
H 2.091 7.248 -5.150
H 4.353 4.171 3.733
H 2.205 0.621 -3.971
H -3.811 -2.014 -4.988
H 0.675 0.802 -2.210
H 6.108 2.799 4.718
H -5.952 2.966 3.483
H 2.957 1.971 0.310
H -0.143 5.592 1.055
H 1.369 4.492 -7.533
H 2.843 -0.536 -1.763
H 0.634 -4.204 -2.837
H 0.726 -3.630 0.136
H 0.051 -6.667 -2.447
H 2.150 3.322 3.120
H 0.435 -2.279 -0.875
H 2.063 -1.496 2.212
H 0.189 -0.616 -2.177
H -4.506 -0.472 1.110
H 5.040 2.168 1.655
H -0.723 3.054 -3.164
H 4.970 4.379 -2.788
H 1.715 4.376 0.233
H -0.014 3.969 -7.579
H -2.422 5.460 0.049
H -2.738 -3.890 1.491
H 0.409 3.000 7.890
H 3.351 -0.549 4.596
H -5.502 -3.659 -1.448
H -2.256 -2.197 -5.835
H 3.281 2.325 -5.320
H -5.344 -1.683 -2.950
H -3.258 2.298 5.769
H 0.228 -9.012 -2.920
H -5.096 -2.528 -0.113
H -1.407 -6.049 0.376
H 3.518 6.191 -7.142
```

Calculated values
Multiplicity = 2
Net charge = -1
Energy relative to the best compared isomer or geometry (same formula, charge and spin) = 3.609 eV

# 7
Entry from the OMol25 dataset: an isolated molecule of C19H27NO4 (ωB97M-V with the def2-TZVPD basis set).

The geometry in XYZ format:
```
51
Properties=species:S:1:pos:R:3
O 1.313 1.744 0.558
O -0.430 0.070 0.666
O 0.189 -1.610 5.079
O -2.580 0.233 -1.924
N -1.280 -1.431 -1.142
C 1.614 -3.684 -3.768
C -0.518 0.521 4.307
C -1.131 2.913 1.163
C 1.088 -1.617 -4.507
C -1.719 -2.318 -2.105
C -0.505 -2.322 -3.107
C -1.701 -0.217 -1.203
C 0.335 -3.745 -2.837
C 1.954 -2.588 -4.480
C -1.779 1.921 0.284
C -0.279 2.112 2.095
C -0.570 -1.004 4.057
C 2.080 0.078 -1.142
C -1.040 1.486 3.117
C -0.184 -1.456 -3.881
C 2.393 1.028 0.092
C 0.304 1.140 1.326
C -0.346 4.215 0.652
C -1.197 0.700 -0.055
H -2.344 2.235 -0.567
H -0.756 0.733 5.367
H 1.346 -0.907 -0.755
H 0.361 2.844 2.772
H 2.969 -0.447 -1.773
H -1.593 -1.420 4.132
H 0.517 0.866 4.305
H -1.624 2.194 3.679
H -1.895 0.891 2.720
H 0.667 3.677 -0.014
H -1.138 4.704 -0.171
H 2.805 -2.682 -5.121
H -0.137 -4.477 -2.286
H 2.191 -4.738 -3.482
H -0.652 -0.560 -3.854
H -2.494 -1.957 -2.777
H 1.359 0.541 -1.855
H 1.094 0.517 2.081
H -0.973 -1.854 -0.332
H -0.285 -1.055 3.016
H 2.888 0.357 0.936
H 1.367 -0.603 -5.284
H 3.100 1.906 -0.358
H -0.135 4.752 1.302
H -2.104 3.128 1.728
H 1.203 -1.569 5.115
H -1.750 -3.250 -1.768
```

Calculated values
Energy relative to the best compared isomer or geometry (same formula, charge and spin) = 15.940 eV
SMILES = CCO[C@@H]1OC(C(=O)NCc2ccccc2)=C[C@H](C)[C@H]1CCCO